(A)
ORCA calculation (the ωB97M-V functional and the def2-TZVPD basis) on 2 unconnected molecules or ions with the total composition H2IO.

Positions of all 4 atoms, in Å:
O1 -0.2132 -1.0983 0.9871
H1 0.3398 -0.3799 0.6047
H2 -0.8325 -1.3465 0.2638
I1 0.7059 2.8246 -1.8556

Its frontier orbital gap is 7.25 eV. The value obtained for the LUMO energy is 3.851 eV. As for the charge: -1.


(B)
ORCA calculation (the ωB97M-V functional and the def2-TZVPD basis) on 2 unconnected molecules or ions with the total composition H2IO.

Positions of all 4 atoms, in Å:
O1 -1.2869 3.3372 -1.0220
H1 -0.8343 2.5147 -0.7270
H2 -1.1149 3.3814 -1.9898
I1 0.2315 -0.6307 0.1967

Its frontier orbital gap is 7.28 eV. The value obtained for the LUMO energy is 3.830 eV. As for the charge: -1.


Stability check: which of them is most stable? (B).


(A)
ORCA calculation (the ωB97M-V functional and the def2-TZVPD basis) on 15 unconnected molecules or ions with the total composition H29O15.

Positions of all 44 atoms, in Å:
O1 0.1206 5.3637 -0.8669
H1 0.3908 5.2213 -1.6496
H2 -1.7604 -3.4609 -0.3165
O2 3.0233 0.2490 -2.5828
H3 3.3702 0.2300 -3.4019
H4 3.5129 0.6470 -1.8746
O3 -2.1790 -3.7473 -1.2269
H5 0.0005 1.8047 2.1630
H6 -0.3618 0.7253 -0.0529
O4 2.5330 -1.1499 -0.3882
H7 3.1442 -3.2872 0.4478
H8 2.1360 -0.8736 -1.2572
O5 0.1098 -0.0892 5.4381
H9 -0.7213 0.2375 5.4961
H10 2.3164 -0.9817 2.3468
O6 -3.5008 1.6351 1.1201
H11 -0.0952 -3.5687 -1.4738
H12 -3.1181 0.8380 1.5975
O7 -0.5774 2.4903 2.4494
H13 0.4381 0.1987 4.6399
H14 -1.1796 2.6854 1.8346
O8 3.5340 1.8338 0.4654
H15 3.2977 1.0329 0.8490
H16 -0.6219 5.2927 -0.3377
O9 3.3167 -4.0062 1.0535
H17 2.4147 -4.4438 1.2562
H18 -0.1995 1.9281 -0.8940
O10 0.4143 -2.8626 -1.2814
H19 2.0434 -1.8577 -0.1575
O11 -0.9857 -0.7323 -2.0030
H20 -1.4266 0.0840 -2.3733
H21 0.0675 -1.9942 -1.4789
O12 -3.5089 -1.1359 -1.4137
H22 -1.7995 -1.0709 -1.4586
H23 -3.6049 -1.4918 -2.3810
O13 1.4681 -0.4150 2.0956
H24 1.9564 -0.0773 1.3506
H25 2.7166 2.1476 0.0378
O14 0.3693 1.3393 -0.2764
H26 -3.7843 1.1946 0.3879
H27 -2.3522 -2.8005 -1.4618
O15 -3.9574 1.2347 -2.1872
H28 -3.7998 1.2604 -3.0786
H29 -4.4201 0.3196 -1.9241

Its frontier orbital gap is 7.78 eV. The value obtained for the LUMO energy is 2.407 eV. As for the charge: -1.


(B)
ORCA calculation (the ωB97M-V functional and the def2-TZVPD basis) on a molecular structure, H29O15.

Positions of all 44 atoms, in Å:
O1 -1.6191 -0.3014 -1.9452
H1 -2.4315 0.0431 -1.5662
H2 -4.1630 -0.2415 -2.3489
O2 3.2023 -0.8688 4.1818
H3 3.8891 -0.2148 4.1273
H4 3.6412 1.6137 -1.7000
O3 -3.8700 0.6667 -2.4204
H5 1.2220 2.8354 -4.2761
H6 0.5546 0.4930 0.3574
O4 3.7310 -0.5096 0.3818
H7 -1.2781 2.6072 0.5967
H8 3.2722 -1.3535 0.4348
O5 -0.4522 -3.8305 0.6066
H9 -1.1881 -4.4015 0.3834
H10 1.2202 1.1647 1.7653
O6 0.7177 -3.1855 3.0122
H11 -2.0152 0.8455 0.0374
H12 0.6939 -2.2369 3.1176
O7 0.3710 3.2706 -4.2933
H13 -0.5741 -2.9906 0.1548
H14 3.3731 -1.7228 3.7836
O8 1.4718 3.4953 0.0852
H15 0.7351 3.6856 0.6417
H16 -1.1686 -0.1724 -1.0836
O9 -0.8747 1.9391 0.0273
H17 -0.1881 1.2359 1.8284
H18 -3.5749 0.7758 -1.4915
O10 -2.8344 0.2147 0.1596
H19 4.1945 -0.4162 1.2027
O11 -1.3527 -1.1923 2.3832
H20 -1.7428 -0.6598 1.6778
H21 -3.3894 0.9122 0.5363
O12 -3.1580 -3.2379 -1.6671
H22 -3.0165 -2.3190 -1.4049
H23 -3.9669 -3.5142 -1.2276
O13 0.4963 0.5501 1.9472
H24 -0.3383 2.6540 -4.1002
H25 1.1952 3.2486 -0.7967
O14 0.5373 0.7284 -0.5644
H26 0.5735 -3.3771 2.0786
H27 -0.5090 -0.7913 2.6450
O15 3.6742 2.3660 -2.3043
H28 0.1546 1.5936 -0.5947
H29 4.1480 3.0445 -1.8171

Its frontier orbital gap is 7.79 eV. The value obtained for the LUMO energy is 2.392 eV. As for the charge: -1.


Stability check: which of them is most stable? (B).